C51H116N4O19S5 | the ωB97M-V functional and the def2-TZVPD basis

Bonds (Å) are listed after each position.
Atoms and positions in Å:
1 C 5.64404 6.22467 3.14983  C2 1.581, H12 1.116, H13 1.135, H14 1.105
2 C 4.52460 5.21494 3.62576  C1 1.581, C3 1.525, N7 1.490, C11 1.540
3 C 4.96808 4.64911 4.97021  C2 1.525, C4 1.563, H15 1.058, H16 1.094
4 C 3.81365 3.90831 5.71854  C3 1.563, C5 1.477, H17 1.119, H18 1.090
5 C 2.74675 4.92013 5.85946  C4 1.477, C6 1.571, H19 1.072, H20 1.085
6 C 2.19661 5.44890 4.48633  C5 1.571, N7 1.437, C9 1.543, C10 1.573
7 N 3.30229 6.05036 3.79400  C2 1.490, C6 1.437, O8 1.455
8 O 2.81898 6.38739 2.46334  N7 1.455, H30 0.954
9 C 1.50171 4.27738 3.76195  C6 1.543, H21 1.089, H22 1.144, H23 1.085
10 C 1.00022 6.41214 4.82602  C6 1.573, H24 1.067, H25 1.090, H26 1.096
11 C 4.57967 4.12452 2.54008  C2 1.540, H27 1.084, H28 1.149, H29 1.130
12 H 5.35693 6.65361 2.16047  C1 1.116
13 H 6.59481 5.63468 2.96133  C1 1.135
14 H 5.81413 7.08662 3.81975  C1 1.105
15 H 5.86846 4.10634 4.85487  C3 1.058
16 H 5.26096 5.55505 5.50912  C3 1.094
17 H 4.23915 3.65611 6.72259  C4 1.119
18 H 3.51040 3.00667 5.18665  C4 1.090
19 H 3.15911 5.77703 6.35537  C5 1.072
20 H 1.94465 4.52996 6.47711  C5 1.085
21 H 1.21971 4.44676 2.72388  C9 1.089
22 H 2.09670 3.30741 3.64084  C9 1.144
23 H 0.67627 3.97362 4.39737  C9 1.085
24 H 0.25971 6.54816 4.06950  C10 1.067
25 H 0.53925 5.94565 5.69656  C10 1.090
26 H 1.20737 7.40244 5.24665  C10 1.096
27 H 5.62769 3.88022 2.40811  C11 1.084
28 H 3.97745 4.39405 1.59987  C11 1.149
29 H 4.20495 3.10349 2.84515  C11 1.130
30 H 2.96558 7.32941 2.43975  O8 0.954
31 C 2.14951 1.19362 -0.65536  C32 1.568, H42 1.059, H43 1.081, H44 1.102
32 C 0.59984 1.14272 -0.42406  C31 1.568, C33 1.528, N37 1.461, C41 1.580
33 C -0.16517 2.42358 -0.75288  C32 1.528, C34 1.553, H45 1.105, H46 1.065
34 C -0.37510 2.68806 -2.26895  C33 1.553, C35 1.535, H47 1.124, H48 1.143
35 C -0.98113 1.46485 -2.97013  C34 1.535, C36 1.496, H49 1.128, H50 1.101
36 C -0.34420 0.16142 -2.60287  C35 1.496, N37 1.516, C39 1.482, C40 1.548
37 N -0.13916 0.08041 -1.10310  C32 1.461, C36 1.516, O38 1.388
38 O 0.46032 -1.14273 -0.83813  N37 1.388, H60 0.960
39 C -1.24658 -0.94595 -2.99592  C36 1.482, H51 1.108, H52 1.070, H53 1.085
40 C 1.03987 0.16075 -3.29584  C36 1.548, H54 1.107, H55 1.070, H56 1.096
41 C 0.35907 0.81045 1.10125  C32 1.580, H57 1.103, H58 1.048, H59 1.125
42 H 2.41721 1.69973 -1.54649  C31 1.059
43 H 2.51026 0.17456 -0.64171  C31 1.081
44 H 2.52255 1.62839 0.28600  C31 1.102
45 H -1.16146 2.32274 -0.28460  C33 1.105
46 H 0.34632 3.25421 -0.32661  C33 1.065
47 H 0.61946 2.90791 -2.74529  C34 1.124
48 H -0.97165 3.66058 -2.33673  C34 1.143
49 H -1.08677 1.54942 -4.09028  C35 1.128
50 H -2.04322 1.39734 -2.68954  C35 1.101
51 H -1.72958 -0.77908 -3.97914  C39 1.108
52 H -0.73015 -1.88175 -2.93966  C39 1.070
53 H -2.11042 -1.05897 -2.34928  C39 1.085
54 H 1.76272 -0.52644 -2.81476  C40 1.107
55 H 0.96195 -0.14362 -4.31880  C40 1.070
56 H 1.44158 1.18040 -3.32663  C40 1.096
57 H 0.77552 1.69701 1.60896  C41 1.103
58 H 0.68345 -0.10245 1.50037  C41 1.048
59 H -0.73885 0.76005 1.33939  C41 1.125
60 H 0.29965 -1.35840 0.08320  O38 0.960
61 C 0.70227 -4.65438 -0.94615  C62 1.575, H72 1.074, H73 1.068, H74 1.092
62 C 2.27588 -4.63340 -1.00813  C61 1.575, C63 1.550, N67 1.480, C71 1.595
63 C 2.76608 -6.08131 -1.26479  C62 1.550, C64 1.494, H75 1.085, H76 1.116
64 C 2.38055 -6.51128 -2.64278  C63 1.494, C65 1.534, H77 1.062, H78 1.074
65 C 2.90894 -5.55254 -3.71774  C64 1.534, C66 1.627, H79 1.117, H80 1.117
66 C 2.35629 -4.04358 -3.46513  C65 1.627, N67 1.456, C69 1.558, C70 1.542
67 N 2.78611 -3.77456 -2.10035  C62 1.480, C66 1.456, O68 1.436
68 O 2.59174 -2.38060 -1.81337  N67 1.436, H90 0.985
69 C 3.21701 -3.21672 -4.46725  C66 1.558, H81 1.120, H82 1.090, H83 1.117
70 C 0.89498 -3.84529 -3.91679  C66 1.542, H84 1.077, H85 1.042, H86 1.072
71 C 2.93793 -4.21278 0.38105  C62 1.595, H87 1.112, H88 1.055, H89 1.088
72 H 0.30472 -3.68879 -1.19524  C61 1.074
73 H 0.32067 -4.95639 0.00493  C61 1.068
74 H 0.34769 -5.38783 -1.67398  C61 1.092
75 H 3.81070 -5.79623 -1.19679  C63 1.085
76 H 2.36193 -6.87273 -0.58964  C63 1.116
77 H 1.33316 -6.67605 -2.69592  C64 1.062
78 H 2.87264 -7.45358 -2.79548  C64 1.074
79 H 2.64546 -5.94372 -4.73002  C65 1.117
80 H 4.01824 -5.42355 -3.68198  C65 1.117
81 H 3.04855 -3.66208 -5.48149  C69 1.120
82 H 2.82014 -2.20976 -4.59497  C69 1.090
83 H 4.32180 -3.36936 -4.41224  C69 1.117
84 H 0.24149 -4.69879 -3.84499  C70 1.077
85 H 0.50355 -3.02697 -3.40340  C70 1.042
86 H 0.86044 -3.63039 -4.96632  C70 1.072
87 H 4.03264 -4.08665 0.22881  C71 1.112
88 H 2.79356 -4.98140 1.08945  C71 1.055
89 H 2.50614 -3.34107 0.86769  C71 1.088
90 H 1.63154 -2.24443 -1.63962  O68 0.985
91 C -1.46430 1.29757 4.30817  C92 1.533, H102 1.081, H103 1.143, H104 1.093
92 C -2.32186 1.75830 5.49210  C91 1.533, C93 1.526, N97 1.449, C101 1.554
93 C -2.00698 3.22349 5.78014  C92 1.526, C94 1.566, H105 1.077, H106 1.059
94 C -2.83468 4.19104 4.86839  C93 1.566, C95 1.516, H107 1.095, H108 1.103
95 C -4.29607 3.82955 5.04670  C94 1.516, C96 1.544, H109 1.085, H110 1.099
96 C -4.58552 2.39224 4.56139  C95 1.544, N97 1.539, C99 1.493, C100 1.540
97 N -3.75148 1.52364 5.51902  C92 1.449, C96 1.539, O98 1.445
98 O -3.92903 0.17026 5.04577  N97 1.445, H120 0.954
99 C -6.01878 2.06461 4.81926  C96 1.493, H111 1.106, H112 1.063, H113 1.123
100 C -4.36442 2.37545 3.03767  C96 1.540, H114 1.077, H115 1.084, H116 1.103
101 C -1.83796 0.95996 6.73407  C92 1.554, H117 1.110, H118 1.084, H119 1.113
102 H -1.64593 1.84100 3.39117  C91 1.081
103 H -1.74153 0.21462 4.06942  C91 1.143
104 H -0.41656 1.45782 4.57562  C91 1.093
105 H -2.07719 3.44720 6.83094  C93 1.077
106 H -0.98177 3.44920 5.63723  C93 1.059
107 H -2.55932 4.08281 3.81406  C94 1.095
108 H -2.74936 5.23413 5.21788  C94 1.103
109 H -5.02213 4.46120 4.54644  C95 1.085
110 H -4.55909 3.90322 6.11139  C95 1.099
111 H -6.32807 2.03428 5.88082  C99 1.106
112 H -6.68357 2.75238 4.35521  C99 1.063
113 H -6.19282 1.03949 4.39379  C99 1.123
114 H -4.59369 3.37670 2.71273  C100 1.077
115 H -3.32537 2.12944 2.85374  C100 1.084
116 H -5.00571 1.66261 2.49305  C100 1.103
117 H -0.73620 1.01000 6.86003  C101 1.110
118 H -2.24638 -0.04106 6.65493  C101 1.084
119 H -2.27815 1.44259 7.63574  C101 1.113
120 H -4.46935 -0.13056 5.77180  O98 0.954
121 O -0.53526 -2.49607 1.64975  S122 1.434
122 S -1.91740 -2.76152 1.37664  O121 1.434, O123 1.401, O124 1.577, C127 1.720
123 O -2.25858 -3.62939 0.33071  S122 1.401
124 O -2.44364 -3.52569 2.65190  S122 1.577, C125 1.454
125 C -2.05623 -3.10481 3.98884  O124 1.454, C126 1.502, H128 1.171, H129 1.129
126 C -0.99658 -4.02931 4.51512  C125 1.502, H130 1.102, H131 1.117, H132 1.072
127 C -2.77408 -1.27972 1.20920  S122 1.720, H133 1.081, H134 1.129, H135 1.077
128 H -3.05190 -3.45426 4.49765  C125 1.171
129 H -1.81263 -2.00881 4.10517  C125 1.129
130 H -0.59296 -3.58892 5.44059  C126 1.102
131 H -0.03914 -4.13661 3.94908  C126 1.117
132 H -1.37933 -5.01997 4.66053  C126 1.072
133 H -3.85482 -1.30006 1.21933  C127 1.081
134 H -2.46688 -0.95823 0.17158  C127 1.129
135 H -2.36010 -0.55393 1.88909  C127 1.077
136 O 5.17623 1.32478 -2.27879  S137 1.451
137 S 6.21989 0.35226 -2.54487  O136 1.451, O138 1.423, O139 1.566, C142 1.741
138 O 7.55974 0.71131 -2.86021  S137 1.423
139 O 6.42022 -0.47462 -1.23027  S137 1.566, C140 1.476
140 C 5.15345 -0.78498 -0.53893  O139 1.476, C141 1.555, H143 1.060, H144 1.079
141 C 5.47224 -1.97123 0.41431  C140 1.555, H145 1.098, H146 1.111, H147 1.068
142 C 5.63738 -0.73925 -3.76906  S137 1.741, H148 1.080, H149 1.066, H150 1.116
143 H 4.40747 -0.95175 -1.27284  C140 1.060
144 H 4.93997 0.10609 0.03142  C140 1.079
145 H 4.82698 -2.08114 1.29584  C141 1.098
146 H 6.49611 -1.81873 0.81858  C141 1.111
147 H 5.33655 -2.92376 -0.05003  C141 1.068
148 H 4.71259 -1.19277 -3.44439  C142 1.080
149 H 6.34549 -1.51668 -3.94381  C142 1.066
150 H 5.49499 -0.14637 -4.70425  C142 1.116
151 O 0.64895 2.34366 -8.95786  S152 1.445
152 S 0.72572 2.00472 -7.55550  O151 1.445, O153 1.445, O154 1.581, C157 1.781
153 O -0.47751 2.17896 -6.77451  S152 1.445
154 O 1.21542 0.52659 -7.28223  S152 1.581, C155 1.489
155 C 0.20084 -0.48776 -6.88414  O154 1.489, C156 1.558, H158 1.092, H159 1.075
156 C -0.59371 -0.97041 -8.13430  C155 1.558, H160 1.129, H161 1.080, H162 1.127
157 C 2.23774 2.71252 -6.93560  S152 1.781, H163 1.138, H164 1.126, H165 1.062
158 H -0.50638 -0.01737 -6.19789  C155 1.092
159 H 0.77219 -1.28968 -6.45201  C155 1.075
160 H -0.98147 -0.04015 -8.64296  C156 1.129
161 H -1.44515 -1.56006 -7.82911  C156 1.080
162 H 0.02274 -1.58352 -8.85108  C156 1.127
163 H 2.18705 2.67579 -5.79973  C157 1.138
164 H 2.20818 3.82018 -7.13745  C157 1.126
165 H 3.09630 2.30778 -7.41158  C157 1.062
166 O -4.65121 -3.47512 -3.27011  S167 1.471
167 S -5.12652 -4.79490 -2.82841  O166 1.471, O168 1.407, O169 1.576, C172 1.778
168 O -6.39088 -5.24733 -3.24904  S167 1.407
169 O -4.09763 -5.89952 -3.28215  S167 1.576, C170 1.480
170 C -2.67656 -5.48664 -3.31542  O169 1.480, C171 1.529, H173 1.092, H174 1.083
171 C -1.85553 -6.76542 -3.15033  C170 1.529, H175 1.074, H176 1.133, H177 1.133
172 C -5.02012 -4.90043 -1.05697  S167 1.778, H178 1.072, H179 1.076, H180 1.062
173 H -2.55899 -4.69266 -2.57537  C170 1.092
174 H -2.64518 -5.04032 -4.30170  C170 1.083
175 H -0.80398 -6.60226 -3.29570  C171 1.074
176 H -2.26822 -7.53154 -3.87557  C171 1.133
177 H -1.91872 -7.26332 -2.13433  C171 1.133
178 H -5.43841 -5.83624 -0.74374  C172 1.072
179 H -5.51384 -4.09273 -0.54635  C172 1.076
180 H -3.98472 -4.91255 -0.82304  C172 1.062
181 O -4.98937 -1.60753 -0.82788  S182 1.416
182 S -5.84310 -0.57139 -1.27699  O181 1.416, O183 1.443, O184 1.589, C187 1.789
183 O -7.12491 -0.41555 -0.63373  S182 1.443
184 O -4.97483 0.74159 -1.05829  S182 1.589, C185 1.433
185 C -5.62059 2.00392 -1.26783  O184 1.433, C186 1.526, H188 1.097, H189 1.102
186 C -4.43270 2.96214 -1.24273  C185 1.526, H190 1.046, H191 1.099, H192 1.096
187 C -6.09816 -0.54665 -3.04771  S182 1.789, H193 1.068, H194 1.082, H195 1.080
188 H -6.29533 2.20579 -0.42633  C185 1.097
189 H -6.16525 2.01618 -2.22517  C185 1.102
190 H -3.74469 2.73189 -1.99617  C186 1.046
191 H -3.86860 2.79271 -0.31518  C186 1.099
192 H -4.82520 3.98509 -1.20397  C186 1.096
193 H -7.00743 -0.01697 -3.23175  C187 1.068
194 H -6.10241 -1.57403 -3.38736  C187 1.082
195 H -5.24282 -0.00423 -3.42155  C187 1.080

The net charge is 0. The value obtained for the energy above the lowest of the compared OMol25 structures with the same formula, charge and spin is 37.78 kcal per mole. Its spin multiplicity is 1. The maximum force comes out at 3.9 eV Å⁻¹. The frontier orbital gap is 8.73 eV. The structure (SMILES) is CC1(C)CCCC(C)(C)N1O.CC1(C)CCCC(C)(C)N1O.CC1(C)CCCC(C)(C)N1O.CC1(C)CCCC(C)(C)N1O.CCOS(C)(=O)=O.CCOS(C)(=O)=O.CCOS(C)(=O)=O.CCOS(C)(=O)=O.CCOS(C)(=O)=O.

***

CHCl2OP | the ωB97M-V functional and the def2-TZVPD basis

Bonds (Å) are listed after each position.
Atoms and positions in Å:
1 C -0.79182 0.40955 0.04714  P3 1.699, Cl5 1.705, H6 1.080
2 O 0.46415 -2.07429 -0.04152  P3 1.458
3 P 0.51517 -0.63255 -0.25431  C1 1.699, O2 1.458, Cl4 2.002
4 Cl 2.25871 0.18596 0.29027  P3 2.002
5 Cl -0.65185 2.09569 -0.16492  C1 1.705
6 H -1.79437 0.01563 0.12334  C1 1.080

The net charge is 0. The expectation value of S² is 2.01. The value obtained for the energy above the lowest of the compared OMol25 structures with the same formula, charge and spin is 0.00 kcal per mole. Its spin multiplicity is 3. The maximum force comes out at 4.6 eV Å⁻¹. The frontier orbital gap (spin up / spin down) is 8.23 / 8.81 eV.

***

C2H4Br2 | the ωB97M-V functional and the def2-TZVPD basis

Bonds (Å) are listed after each position.
Atoms and positions in Å:
1 C 0.42309 0.83151 0.54876  Br3 1.917, H5 1.018, H6 1.002
2 C -0.55569 -0.86640 -0.85903  Br4 1.817, H7 1.079, H8 1.101
3 Br 2.33928 0.85042 0.58722  C1 1.917
4 Br -2.27846 -1.05918 -0.31430  C2 1.817
5 H -0.13096 0.52473 1.34553  C1 1.018
6 H 0.11385 1.35296 -0.24960  C1 1.002
7 H 0.03546 -1.72935 -0.59303  C2 1.079
8 H -0.57075 -0.33167 -1.82167  C2 1.101

The net charge is 0. The value obtained for the energy above the lowest of the compared OMol25 structures with the same formula, charge and spin is 87.92 kcal per mole. Its spin multiplicity is 1. The maximum force comes out at 4.3 eV Å⁻¹. The frontier orbital gap (spin up / spin down) is 8.30 / 8.36 eV.

***

C4H12N2O | the ωB97M-V functional and the def2-TZVPD basis

Bonds (Å) are listed after each position.
Atoms and positions in Å:
1 C -1.05917 -2.17997 -0.74936  N5 1.454, H7 1.091, H8 1.098, H9 1.095
2 C -0.88614 1.09428 1.02152  C3 1.427, H10 1.087, H12 1.087
3 C -1.19347 -0.24318 0.62931  C2 1.427, O4 1.380, N5 1.306
4 O -1.99945 -1.01696 1.43912  C3 1.380, H6 0.964
5 N -0.64855 -0.82840 -0.40310  C1 1.454, C3 1.306
6 H -2.44961 -0.43092 2.05794  O4 0.964
7 H -0.60838 -2.44961 -1.70604  C1 1.091
8 H -0.74414 -2.92177 -0.00430  C1 1.098
9 H -2.14612 -2.27269 -0.84833  C1 1.095
10 H -0.95664 1.83102 0.22605  C2 1.087
11 H 0.79355 0.89849 0.73155  N14 1.137
12 H -1.31194 1.43788 1.96031  C2 1.087
13 C 2.04071 1.50765 -0.92927  N14 1.469, H17 1.091, H18 1.090, H19 1.089
14 N 1.57262 0.48342 0.01457  H11 1.137, C13 1.469, H15 1.015, H16 1.104
15 H 2.32426 -0.00437 0.49092  N14 1.015
16 H 0.83869 -0.21897 -0.41795  N14 1.104
17 H 2.61878 2.27476 -0.41234  C13 1.091
18 H 2.64889 1.06599 -1.71901  C13 1.090
19 H 1.16611 1.97335 -1.38156  C13 1.089

The net charge is 0. The value obtained for the energy above the lowest of the compared OMol25 structures with the same formula, charge and spin is 66.05 kcal per mole. Its spin multiplicity is 1. The maximum force comes out at 0.3 eV Å⁻¹. The frontier orbital gap is 7.81 eV.